DFT (wB97M-V/def2-TZVPD) results for a molecular structure, C31H45O3Tm in a non-equilibrium geometry.

The geometry in XYZ format:
```
80
Properties=species:S:1:pos:R:3:forces:R:3:mulliken_charge:R:1
O 1.153613 -1.143513 -1.306576 -0.4 -0.6 -0.3 -0.598
C 0.286931 -1.507541 -2.455420 0.4 0.4 0.2 0.703
C 1.035192 -2.828158 -2.627602 0.1 0.6 0.6 -0.971
H 0.449545 -0.786613 -3.250954 -0.3 -0.1 0.4 -0.608
H -0.775160 -1.533034 -2.150528 0.5 -0.3 -0.1 0.159
C 2.051479 -2.331961 -1.534910 -0.2 -0.1 -0.4 1.970
H 1.481337 -3.124762 -3.561214 -0.3 0.1 -0.5 0.373
H 0.381893 -3.594204 -2.204388 0.6 -0.3 -0.3 0.333
C 3.462189 -1.781885 -1.751381 0.3 0.3 -0.7 -1.605
H 3.528495 -0.992741 -2.512909 -0.1 -0.4 0.8 0.265
H 4.175979 -2.580302 -2.005362 -0.3 0.2 0.0 0.507
H 3.818984 -1.337056 -0.822089 -0.2 -0.2 0.2 0.325
C 2.194407 -3.426240 -0.508472 0.2 -0.5 0.4 -1.809
H 1.300841 -4.039094 -0.423961 0.2 0.2 0.4 0.534
H 2.548761 -3.071389 0.460333 -0.2 -0.2 -0.2 -0.006
H 2.978259 -4.088252 -0.912627 -0.2 0.2 0.1 0.576
Tm 0.159741 -0.370485 0.636184 -1.7 -1.1 0.6 1.209
C -0.976813 -1.977012 2.293764 -0.8 -0.2 -0.4 -0.095
C -2.059775 -1.534860 1.472204 -0.1 -0.7 0.5 0.151
C -1.923356 -2.127255 0.195811 0.0 -0.1 0.4 -2.154
H -2.918419 -0.943106 1.791210 0.6 0.0 -0.2 0.306
C -0.795688 -2.985699 0.237235 0.3 0.2 0.6 -0.322
C -0.159204 -2.835144 1.511000 -0.8 -0.5 -0.5 -1.485
H 0.728163 -3.350113 1.874111 -0.3 0.1 -0.2 0.474
H -0.875114 -1.816697 3.367140 0.1 0.0 -0.6 0.819
H -2.613355 -1.991067 -0.638138 0.2 -0.1 0.3 0.506
H -0.579687 -3.750615 -0.502549 0.1 0.5 0.1 1.284
C 1.146411 0.814707 2.645894 1.0 0.0 0.2 -0.080
C 1.660827 -0.513955 2.671461 0.6 0.8 0.1 -1.092
C 2.478100 -0.685717 1.514769 0.5 0.5 0.2 -0.673
H 1.528887 -1.230197 3.489891 0.0 0.3 -0.6 0.548
C 2.473495 0.545443 0.776925 0.4 0.3 0.7 -0.633
C 1.644478 1.470930 1.479631 0.8 -0.3 0.4 -0.896
H 1.492725 2.523059 1.226222 -0.1 -0.5 0.0 0.435
H 0.589475 1.296447 3.453829 0.0 -0.3 -0.6 0.619
H 3.122123 -1.548457 1.318344 -0.5 0.5 0.1 1.077
H 3.062906 0.780916 -0.115629 -0.4 -0.2 0.4 0.461
O 2.350752 -0.771609 -4.059069 0.6 -0.5 -2.4 -0.292
C 3.360070 -1.663527 -4.638611 0.2 0.4 -0.2 -0.553
C 3.130861 -1.821902 -6.150074 -0.2 0.3 0.2 -0.694
H 3.343761 -2.648325 -4.181268 -0.3 0.1 0.4 0.319
H 4.360338 -1.267737 -4.415183 -0.2 0.1 -0.1 0.453
C 1.954495 -0.861419 -6.467157 0.2 0.1 -0.4 -0.561
H 2.924754 -2.879392 -6.385555 0.0 0.5 -0.1 0.237
H 4.038408 -1.498710 -6.679164 -0.3 -0.3 0.0 0.282
C 1.651764 -0.127654 -5.154815 0.1 0.1 0.1 -0.535
H 1.072943 -1.355204 -6.913077 0.4 0.1 0.4 0.291
H 2.290452 -0.104114 -7.181928 -0.1 -0.2 -0.1 0.281
H 0.584153 -0.137428 -4.925564 0.0 0.0 0.0 0.283
H 1.951848 0.928436 -5.245303 0.1 -0.3 0.3 0.369
C -1.377499 1.027271 5.450012 0.1 0.1 0.0 -1.666
C -2.049382 0.535531 4.165745 0.0 -0.1 -0.4 2.698
C -3.229988 -0.362639 4.552635 0.0 -0.1 0.0 -1.451
C -2.481242 1.683728 3.259775 0.1 0.0 -0.2 1.030
C -3.399484 2.584467 3.799616 0.2 0.2 -0.4 -0.467
C -3.783854 3.718616 3.093746 -0.4 0.3 0.1 -1.749
C -3.251866 3.975420 1.833269 0.2 -0.4 0.1 0.069
C -2.350078 3.081726 1.251639 -0.2 0.1 0.0 0.598
C -1.741865 3.411844 -0.103317 -0.2 0.0 0.0 1.025
C -2.826613 3.628325 -1.160598 -0.1 -0.1 -0.1 -1.587
C -0.843016 4.645070 0.000647 0.1 0.1 0.1 -1.556
C -1.994699 1.883737 1.920530 -0.5 0.4 0.5 -0.519
O -1.252214 1.007269 1.273084 -0.1 0.4 -0.1 -0.047
H -2.107711 1.553262 6.077490 0.2 0.0 0.0 0.404
H -0.552782 1.713672 5.232799 -0.1 0.0 0.1 0.354
H -0.978652 0.181549 6.025719 -0.1 0.1 -0.1 0.398
H -1.322760 -0.059314 3.613681 -0.1 0.2 0.1 -1.930
H -3.949931 0.210273 5.152923 0.1 -0.2 -0.1 0.373
H -3.753818 -0.756134 3.674247 0.1 0.1 0.2 0.336
H -2.881366 -1.214421 5.153460 -0.1 0.2 -0.1 0.426
H -3.811682 2.382983 4.794874 0.2 0.2 -0.4 0.289
H -4.503544 4.408803 3.532665 0.1 -0.1 -0.1 0.332
H -3.539725 4.874181 1.279048 0.1 -0.3 0.3 0.316
H -1.127936 2.564491 -0.426401 -0.1 0.1 0.1 -0.352
H -3.451285 4.497394 -0.909842 0.1 -0.2 -0.1 0.292
H -2.378663 3.797253 -2.148734 -0.1 0.0 0.1 0.448
H -3.476337 2.746129 -1.222933 0.1 0.2 0.0 0.357
H -0.086413 4.509242 0.784907 -0.2 0.1 -0.1 0.322
H -0.323111 4.847104 -0.945754 -0.1 0.0 0.1 0.433
H -1.445750 5.527377 0.260587 0.2 -0.2 -0.1 0.341
```
Forces are in eV/Å.

## Properties
spin multiplicity	3
E_LUMO (spin up / spin down)	0.24 / 0.24	eV
energy above the lowest of the compared OMol25 structures with the same formula, charge and spin	0.0	kcal per mole
E_tot	-68548.678	eV